{"formula": "C2H5B", "method": "ωB97M-V with the def2-TZVPD basis set", "elements": ["B", "C", "C", "H", "H", "H", "H", "H"], "coordinates": [[-0.652, -0.111, -1.151], [-0.046, 0.177, 1.402], [-0.065, 0.317, 0.087], [-0.645, -0.124, -2.320], [0.839, -1.624, -1.723], [0.751, 0.684, 2.007], [-0.850, -0.309, 2.058], [0.668, 0.991, -0.360]], "de_lowest_kcal_mol": 102.5, "lumo_energy_ev": [-0.56, -0.44], "homo_ev": [-7.437, -8.452], "orbital_gap_ev": [6.9, 8.0]}

***

{"formula": "C7H8N2O3", "method": "ωB97M-V with the def2-TZVPD basis set", "elements": ["O", "O", "O", "C", "C", "C", "C", "N", "N", "C", "C", "C", "H", "H", "H", "H", "H", "H", "H", "H"], "coordinates": [[1.629, 0.225, 3.656], [-0.368, -2.790, 1.267], [1.358, 0.785, 1.439], [1.313, -0.052, 2.507], [0.160, -1.697, 1.302], [-0.012, -0.745, 0.177], [0.639, 0.484, 0.310], [0.833, -1.309, 2.428], [-0.785, -1.058, -0.941], [0.595, 1.422, -0.828], [-1.068, -0.045, -1.994], [-0.789, 1.397, -1.559], [0.764, -1.793, 3.312], [-1.454, -1.825, -0.808], [1.402, 1.121, -1.522], [0.742, 2.441, -0.455], [-0.426, -0.299, -2.849], [-2.147, -0.081, -2.246], [-1.540, 1.678, -0.812], [-0.849, 2.142, -2.385]], "de_lowest_kcal_mol": 4.8, "lumo_energy_ev": 0.52, "smiles": "O=c1[nH]c(=O)c2c(o1)CCCN2", "homo_ev": -8.113, "orbital_gap_ev": 8.6}

***

{"formula": "C20H45AuN2OP3S", "method": "ωB97M-V with the def2-TZVPD basis set", "elements": ["Au", "P", "P", "P", "H", "C", "C", "H", "C", "C", "C", "C", "C", "C", "C", "C", "C", "H", "H", "H", "H", "H", "H", "H", "H", "H", "H", "H", "H", "H", "H", "H", "H", "H", "H", "H", "H", "H", "H", "H", "H", "H", "H", "H", "H", "H", "C", "C", "C", "C", "C", "C", "O", "H", "H", "H", "H", "H", "H", "C", "N", "C", "S", "N", "C", "H", "H", "H", "H", "H", "H", "H", "H"], "coordinates": [[0.536, 0.801, -1.190], [2.251, -0.786, 1.441], [1.837, 2.427, 0.150], [-0.530, -1.534, -0.309], [2.161, 2.252, -2.601], [1.335, 1.689, -3.086], [0.075, 2.232, -3.223], [-0.364, 2.997, -2.544], [3.679, -1.712, 0.634], [3.200, 0.293, 2.602], [1.820, -2.086, 2.705], [1.202, 3.994, -0.625], [1.700, 3.166, 1.813], [3.589, 2.240, -0.397], [-2.157, -1.310, -1.108], [-1.113, -2.363, 1.225], [0.189, -2.957, -1.213], [1.733, 1.028, -3.882], [-0.580, 2.164, -4.143], [4.434, -2.000, 1.389], [4.120, -1.049, -0.128], [3.256, -2.596, 0.128], [3.864, -0.314, 3.243], [2.443, 0.813, 3.215], [3.782, 1.050, 2.050], [1.622, -3.042, 2.189], [0.897, -1.732, 3.203], [2.635, -2.191, 3.451], [1.975, 4.763, -0.470], [0.268, 4.280, -0.097], [1.006, 3.905, -1.711], [1.893, 4.235, 1.719], [2.397, 2.763, 2.538], [0.673, 3.042, 2.153], [4.166, 3.138, -0.169], [3.621, 2.061, -1.470], [4.048, 1.389, 0.107], [-2.903, -1.989, -0.672], [-2.059, -1.506, -2.184], [-2.461, -0.273, -0.921], [-2.108, -2.772, 1.061], [-1.178, -1.662, 2.059], [-0.515, -3.222, 1.524], [-0.446, -3.846, -1.158], [1.162, -3.221, -0.786], [0.337, -2.720, -2.271], [-2.993, -0.158, -4.661], [-1.636, -0.301, -4.332], [-0.957, -1.490, -4.655], [-1.541, -2.519, -5.400], [-2.861, -2.314, -5.800], [-3.629, -1.193, -5.439], [-3.731, 0.869, -4.098], [-3.220, 1.771, -4.332], [-1.203, 0.362, -3.583], [0.084, -1.529, -4.459], [-0.981, -3.381, -5.738], [-3.299, -2.993, -6.556], [-4.712, -1.164, -5.706], [-0.563, 0.482, 5.251], [-1.111, 1.268, 4.146], [-1.840, 0.726, 3.134], [-1.688, 1.301, 1.533], [-2.684, -0.291, 3.446], [-3.348, -0.383, 4.746], [-1.246, 0.552, 6.104], [0.408, 0.912, 5.526], [-0.406, -0.580, 5.005], [-0.520, 2.037, 3.824], [-3.251, -0.552, 2.631], [-4.349, -0.783, 4.560], [-2.788, -1.087, 5.372], [-3.425, 0.599, 5.241]], "de_lowest_kcal_mol": 30.7, "lumo_energy_ev": [-8.94, -12.67], "homo_ev": [-15.065, -15.062], "charge": 3, "spin_multiplicity": 3, "orbital_gap_ev": [6.1, 2.4]}

***

{"formula": "C2H2N4", "method": "ωB97M-V with the def2-TZVPD basis set", "elements": ["C", "N", "N", "N", "C", "N", "H", "H"], "coordinates": [[1.116, 0.060, -0.490], [1.793, -0.710, -1.163], [-2.086, -1.242, 0.285], [-1.537, -0.248, 0.422], [-0.851, 0.845, 0.546], [0.447, 0.932, 0.048], [2.430, -1.330, -0.676], [-1.311, 1.691, 1.028]], "de_lowest_kcal_mol": 50.6, "lumo_energy_ev": 0.50, "homo_ev": -8.205, "orbital_gap_ev": 8.7}

***

{"formula": "C17H15N3O2S", "method": "ωB97M-V with the def2-TZVPD basis set", "elements": ["C", "C", "C", "C", "C", "C", "C", "H", "H", "H", "N", "C", "O", "C", "H", "H", "S", "C", "N", "N", "C", "C", "C", "H", "H", "C", "C", "C", "C", "O", "H", "H", "H", "H", "H", "H", "H", "H"], "coordinates": [[-3.997, -2.319, 2.238], [-3.619, -1.688, 0.932], [-2.961, -0.471, 0.890], [-2.620, 0.120, -0.324], [-2.938, -0.519, -1.516], [-3.594, -1.737, -1.474], [-3.935, -2.318, -0.268], [-4.450, -3.268, -0.249], [-3.842, -2.235, -2.399], [-2.672, -0.066, -2.455], [-1.963, 1.355, -0.276], [-1.552, 2.141, -1.296], [-1.728, 1.939, -2.474], [-0.866, 3.435, -0.850], [-1.603, 4.241, -0.842], [-0.083, 3.673, -1.570], [-0.141, 3.431, 0.811], [1.153, 2.267, 0.590], [1.252, 1.693, -0.596], [2.189, 0.837, -0.839], [3.073, 0.509, 0.100], [3.024, 1.073, 1.393], [2.032, 1.983, 1.648], [1.916, 2.471, 2.604], [3.750, 0.789, 2.138], [4.086, -0.446, -0.272], [4.303, -1.093, -1.465], [5.438, -1.905, -1.270], [5.830, -1.698, 0.020], [5.024, -0.821, 0.632], [6.639, -2.102, 0.596], [5.901, -2.553, -1.985], [3.712, -0.982, -2.350], [-1.756, 1.687, 0.660], [-2.707, 0.032, 1.814], [-5.081, -2.374, 2.330], [-3.607, -3.334, 2.296], [-3.607, -1.748, 3.077]], "de_lowest_kcal_mol": 63.1, "lumo_energy_ev": 0.15, "smiles": "Cc1cccc(NC(=O)CSc2ccc(-c3ccco3)nn2)c1", "homo_ev": -8.226, "orbital_gap_ev": 8.4}

***

{"formula": "C5H10NOS", "method": "ωB97M-V with the def2-TZVPD basis set", "elements": ["C", "C", "C", "C", "C", "N", "O", "S", "H", "H", "H", "H", "H", "H", "H", "H", "H", "H"], "coordinates": [[0.539, 0.122, -0.659], [0.990, -1.151, -0.521], [0.547, 1.208, -1.595], [-0.892, 1.977, 0.434], [0.611, -2.080, 0.563], [-0.353, 0.592, 0.663], [-2.165, 1.912, -0.066], [0.417, 2.719, -0.586], [1.429, -1.589, -1.360], [1.482, 1.231, -2.174], [-0.233, 1.176, -2.252], [-0.988, 2.670, 1.384], [0.598, -1.558, 1.538], [1.342, -2.756, 0.495], [-0.433, -2.524, 0.517], [-1.085, -0.137, 0.822], [0.286, 0.751, 1.476], [-2.818, 2.538, 0.160]], "de_lowest_kcal_mol": 36.5, "lumo_energy_ev": -3.28, "smiles": "C/C=C1/CS[C@@H](O)[NH2+]1", "homo_ev": -13.668, "charge": 1, "orbital_gap_ev": 10.4}

***

{"formula": "C6H4FINO2", "method": "ωB97M-V with the def2-TZVPD basis set", "elements": ["C", "C", "C", "C", "C", "C", "N", "O", "O", "F", "I", "H", "H", "H", "H"], "coordinates": [[-0.498, -1.397, 0.538], [-0.596, -0.035, 0.184], [-0.983, -2.060, 1.608], [-2.227, -3.861, -0.903], [-1.175, 0.829, 0.993], [-1.709, -0.169, 2.838], [-1.486, -1.387, 2.752], [-1.671, -3.070, -1.530], [-2.759, -4.669, -0.332], [-2.033, 0.506, 3.894], [-0.173, 5.241, -2.349], [-0.054, -1.958, -0.265], [-0.095, 0.019, -0.804], [-0.625, -3.083, 1.744], [-1.612, 1.874, 0.823]], "de_lowest_kcal_mol": 35.0, "lumo_energy_ev": 2.05, "homo_ev": -3.352, "charge": -1, "orbital_gap_ev": 5.4}

***

{"formula": "C14H8F6N4O6RuS2", "method": "ωB97M-V with the def2-TZVPD basis set", "elements": ["Ru", "O", "C", "N", "C", "O", "C", "C", "C", "C", "C", "N", "C", "C", "C", "C", "C", "N", "H", "H", "H", "H", "H", "H", "H", "H", "F", "C", "F", "F", "S", "O", "O", "N", "S", "O", "O", "C", "F", "F", "F"], "coordinates": [[-0.660, 0.360, -0.096], [-3.296, -1.992, -1.981], [-2.450, -1.216, -1.676], [-2.130, -0.821, -0.331], [-2.685, -1.386, 0.867], [-3.527, -2.224, 0.906], [-2.126, -0.719, 2.114], [-2.571, -1.068, 3.368], [-2.047, -0.396, 4.465], [-1.112, 0.603, 4.257], [-0.712, 0.895, 2.960], [-1.210, 0.239, 1.914], [-1.571, -0.506, -2.690], [-1.748, -0.704, -4.038], [-0.943, 0.005, -4.921], [-0.008, 0.889, -4.415], [0.113, 1.032, -3.040], [-0.652, 0.342, -2.192], [-3.312, -1.850, 3.461], [-2.368, -0.647, 5.466], [-0.685, 1.152, 5.084], [0.020, 1.660, 2.743], [-2.508, -1.400, -4.367], [-1.051, -0.129, -5.988], [0.632, 1.465, -5.068], [0.841, 1.698, -2.600], [2.618, 2.940, 2.337], [3.109, 2.783, 1.119], [4.369, 2.403, 1.172], [2.986, 3.903, 0.429], [2.141, 1.489, 0.227], [0.733, 1.980, 0.289], [2.662, 1.326, -1.091], [2.319, 0.279, 1.207], [1.878, -1.183, 0.883], [2.034, -2.062, 1.980], [0.513, -1.203, 0.240], [2.924, -1.862, -0.515], [2.909, -3.176, -0.414], [4.151, -1.399, -0.382], [2.422, -1.499, -1.683]], "de_lowest_kcal_mol": 0.0, "lumo_energy_ev": [-5.33, -5.71], "homo_ev": [-13.322, -13.194], "charge": 1, "spin_multiplicity": 2, "orbital_gap_ev": [8.0, 7.5]}

***

{"formula": "C4H9NO3", "method": "ωB97M-V with the def2-TZVPD basis set", "elements": ["C", "C", "C", "C", "N", "O", "O", "O", "H", "H", "H", "H", "H", "H", "H", "H", "H"], "coordinates": [[-1.134, -1.403, -0.063], [1.251, 1.760, 1.227], [-0.122, -0.480, -1.348], [-0.004, 0.438, -0.335], [1.000, -1.191, -1.694], [1.146, 0.634, 0.350], [-0.972, 1.363, -0.071], [-2.215, -1.014, 0.712], [-1.680, 1.192, -0.709], [-1.986, -0.260, 1.268], [1.859, -1.105, -1.166], [0.898, -2.036, -2.229], [-0.396, -1.947, 0.542], [-1.531, -2.064, -0.829], [0.564, 1.653, 2.069], [1.040, 2.694, 0.705], [2.283, 1.764, 1.570]], "de_lowest_kcal_mol": 113.7, "lumo_energy_ev": 0.68, "smiles": "CO/C(O)=C(\\N)CO", "homo_ev": -7.340, "orbital_gap_ev": 8.0}